(1)
ORCA calculation (ωB97M-V/def2-TZVPD) on a 2-piece molecular cluster, C9H15O3S overall in a non-equilibrium geometry.

The value obtained for the largest force on an atom is 0.081 hartree/bohr. Its relative energy (zero: lowest compared OMol25 entry of this formula, charge and spin) is 264.2 kJ/mol. As for the spin multiplicity: 1. Its net charge is -1.

```
28
Properties=species:S:1:pos:R:3:nbo_charge:R:1
O -0.596 -2.791 -1.020 -0.58
C 1.307 -0.627 0.922 -0.41
H -1.193 4.427 1.283 0.21
C 1.368 -0.137 -1.464 -0.61
C -0.332 -1.640 -0.694 0.43
H 1.614 -3.189 -0.201 0.22
H -2.042 4.186 -0.113 0.21
S -1.108 2.110 0.789 0.12
H 2.170 0.609 -1.081 0.19
H 0.636 0.253 0.842 0.24
H 1.683 -0.395 -2.473 0.21
O -1.978 1.737 -1.749 -0.57
C -1.959 1.080 -0.370 -0.41
C 2.112 -2.378 -0.664 -0.61
H 2.268 -2.714 -1.718 0.21
C -3.091 1.561 -1.090 0.72
C 1.215 -1.215 -0.418 -0.20
C 0.632 -1.564 2.001 -0.62
H 3.111 -2.316 -0.138 0.19
C -1.949 3.788 0.857 -0.76
H -0.963 -0.763 -0.421 0.20
H 2.285 -0.394 1.257 0.21
H 0.284 -1.001 2.901 0.21
H 1.532 -2.234 2.436 0.18
H 0.410 0.420 -1.483 0.24
H -2.950 3.722 1.352 0.21
H -0.204 -2.299 1.768 0.23
O -4.264 1.764 -1.312 -0.65
```


(2)
ORCA calculation (ωB97M-V/def2-TZVPD) on C9H15O6Zn as an isolated structure in a non-equilibrium geometry.

The value obtained for the largest force on an atom is 0.039 hartree/bohr. Its relative energy (zero: lowest compared OMol25 entry of this formula, charge and spin) is 0.0 kJ/mol. As for the spin multiplicity: 1. Its net charge is +1.

```
31
Properties=species:S:1:pos:R:3:nbo_charge:R:1
C -2.992 -1.180 0.343 -0.25
H -0.811 -1.456 -0.541 0.16
C -1.370 -0.852 -1.324 -0.09
C 1.610 -1.815 0.876 -0.19
C -0.610 0.412 -1.637 -0.09
H -1.619 2.785 -0.859 0.24
H 0.365 0.157 -2.067 0.23
H -1.421 -1.462 -2.245 0.21
H 4.414 0.751 -1.372 0.19
H 2.576 -2.116 1.317 0.26
O 0.583 -0.099 2.145 -0.62
Zn 1.260 1.081 0.603 1.70
O 0.342 2.680 1.538 -0.59
O 2.908 1.622 -0.236 -0.91
O -2.640 -0.527 -0.855 -0.55
H 3.387 -1.560 -1.214 0.21
C 2.994 -0.667 -0.735 -0.15
O 1.761 -0.785 -0.070 -0.63
O -0.340 1.190 -0.467 -0.65
H -2.237 -0.985 1.123 0.15
C 0.730 -1.305 1.974 0.46
H -2.246 1.601 0.304 0.25
C -1.326 2.100 -0.045 -0.19
C 3.475 0.590 -0.825 0.18
H 1.150 -2.713 0.429 0.23
H 0.431 -2.026 2.755 0.18
H -3.083 -2.267 0.187 0.19
H -1.411 3.687 1.509 0.18
H -3.956 -0.778 0.671 0.21
H -1.155 1.033 -2.360 0.21
C -0.766 2.904 1.078 0.46
```


(3)
ORCA calculation (ωB97M-V/def2-TZVPD) on C9H16AgCl8O3 as an isolated structure in a non-equilibrium geometry.

The total energy comes out at -4406.69455 Ha. The value obtained for the largest force on an atom is 0.079 hartree/bohr. As for the spin multiplicity: 2.

```
37
Properties=species:S:1:pos:R:3:nbo_charge:R:1
H -2.022 -2.152 -0.502 0.22
C -1.602 -2.582 0.405 -0.40
H -1.430 1.459 0.303 0.24
H -1.190 2.675 -2.587 0.23
H 1.415 2.923 4.597 0.23
Cl -2.950 1.254 -2.272 -0.04
H 0.805 0.506 4.770 0.23
H -0.120 -2.015 -2.291 0.23
Cl 0.224 3.125 -0.073 -0.10
Ag 2.443 1.805 -0.372 0.93
Cl -2.389 -4.168 0.704 -0.05
H 1.931 -1.993 -3.644 0.23
H -1.118 -0.753 1.343 0.22
C 0.909 0.977 3.793 -0.40
H -0.908 -0.842 -3.289 0.21
C -1.322 1.853 -1.889 -0.40
H -1.228 -2.108 2.470 0.22
Cl 1.323 -0.423 -5.299 -0.05
O 2.059 -1.923 -0.388 -0.58
O 1.072 0.062 -0.622 -0.71
Cl -0.804 -2.956 -4.381 -0.06
C -1.678 -1.656 1.590 -0.38
H 2.717 1.842 4.632 0.23
C 1.201 -1.190 -3.722 -0.41
H -0.537 -2.660 0.168 0.23
C -0.177 -1.650 -3.312 -0.38
O 2.550 -0.156 0.851 -0.60
H 1.541 -0.454 -2.991 0.22
H -2.107 2.946 -0.180 0.23
H 1.317 0.273 3.071 0.25
H -0.562 1.105 -2.101 0.23
C 1.863 2.116 4.014 -0.37
Cl 2.363 2.915 2.482 -0.09
C 1.778 -0.792 0.040 0.90
Cl -3.357 -1.094 1.875 -0.07
Cl -0.705 1.480 3.240 -0.05
C -1.307 2.251 -0.432 -0.36
```


(4)
ORCA calculation (ωB97M-V/def2-TZVPD) on C9H16B4ClN3O6 as an isolated structure in a non-equilibrium geometry.

The total energy comes out at -1528.20109 Ha. The value obtained for the largest force on an atom is 0.027 hartree/bohr. As for the spin multiplicity: 1.

```
39
Properties=species:S:1:pos:R:3:nbo_charge:R:1
H -4.170 2.836 2.419 0.25
O 3.107 -1.507 -0.731 -0.93
C -6.023 2.586 1.477 0.29
C -1.741 -5.613 0.942 -0.72
B 2.835 1.068 -2.365 1.20
B 3.453 -0.299 -0.185 1.21
H 0.301 -0.905 -3.009 -0.09
C -4.674 3.139 1.504 -0.72
N -0.270 -2.094 -0.195 -0.38
C 0.001 -1.888 0.900 0.31
H 2.201 -1.780 -0.560 0.52
H 4.759 1.015 -1.400 0.29
H -2.038 -6.652 0.819 0.25
H -0.182 4.207 -2.273 0.28
C -0.213 2.890 -0.580 0.58
C -1.254 -5.387 2.297 0.30
H 0.195 -2.526 2.883 0.27
O 0.287 2.713 0.496 -0.51
O 2.294 -0.025 -3.011 -0.87
H -0.284 -0.829 2.682 0.26
H 1.310 4.074 -1.321 0.27
O 0.309 1.337 -3.142 -0.88
N -7.082 2.152 1.456 -0.33
B 1.070 2.372 -2.642 1.18
H 4.503 -0.321 1.435 0.50
H 3.552 1.891 -0.512 0.27
C 3.722 0.984 -1.073 -1.20
C 0.479 3.537 -1.743 -0.87
Cl -1.868 2.328 -0.946 -0.08
O 3.579 -0.226 1.204 -0.95
H -4.720 4.225 1.466 0.25
N -0.869 -5.206 3.360 -0.35
H -2.600 -4.974 0.748 0.26
H -4.108 2.777 0.650 0.26
H -0.957 -5.377 0.226 0.26
O 2.434 2.322 -2.860 -0.88
C 0.347 -1.624 2.292 -0.74
H 1.390 -1.320 2.359 0.28
B 0.924 0.100 -3.065 0.97
```


(5)
ORCA calculation (ωB97M-V/def2-TZVPD) on C9H16BaNOPSe3Te as an isolated structure in a non-equilibrium geometry.

The value obtained for the largest force on an atom is 0.069 hartree/bohr. Its relative energy (zero: lowest compared OMol25 entry of this formula, charge and spin) is 69.3 kJ/mol. As for the spin multiplicity: 1.

```
33
Properties=species:S:1:pos:R:3:nbo_charge:R:1
H 4.299 -0.085 0.982 0.19
H 1.621 0.701 0.962 0.47
Se -3.650 0.335 -1.057 -0.82
H 0.659 1.672 -4.685 0.24
H -0.306 0.222 -4.946 0.24
C 3.817 -2.676 1.079 -0.25
H 4.798 -2.414 1.457 0.22
H 2.003 -1.915 -4.051 0.22
C 2.779 0.554 -2.781 -0.94
Se -0.228 0.102 2.759 -0.70
H 1.426 0.210 -5.340 0.22
N 1.667 -1.922 0.367 -0.49
H 1.682 -2.228 -2.341 0.24
H 0.368 -3.407 -0.264 0.18
H 2.850 1.642 -2.820 0.24
C 1.293 -1.745 -3.236 -0.95
C 2.883 -1.669 0.854 0.20
Ba -1.088 -0.142 0.029 1.64
Te -3.889 -0.119 1.379 0.12
O 2.488 0.723 0.534 -0.73
C 0.676 0.582 -4.638 -0.94
P 1.042 0.041 -2.945 0.77
H 3.383 0.127 -3.587 0.22
Se -2.078 1.449 2.368 -0.25
H 3.175 0.246 -1.816 0.25
C 3.246 -0.244 1.218 -0.10
C 3.483 -3.989 0.822 -0.15
H 3.141 -0.119 2.301 0.20
C 2.213 -4.267 0.336 -0.26
H 4.201 -4.782 0.992 0.22
H 0.350 -2.232 -3.495 0.23
C 1.361 -3.203 0.128 0.03
H 1.889 -5.275 0.119 0.23
```


(6)
ORCA calculation (ωB97M-V/def2-TZVPD) on C9H16BrN4 as an isolated structure in a non-equilibrium geometry.

The value obtained for the largest force on an atom is 0.123 hartree/bohr. Its relative energy (zero: lowest compared OMol25 entry of this formula, charge and spin) is 318.7 kJ/mol. As for the spin multiplicity: 1. Its net charge is +1.

```
30
Properties=species:S:1:pos:R:3:nbo_charge:R:1
H 1.122 3.664 0.199 0.19
H 0.431 -2.534 -3.418 0.22
N 0.350 -0.717 0.847 -0.09
H -1.658 -2.144 -0.040 0.24
C 1.169 0.989 -0.239 0.15
C 0.066 -2.055 1.086 -0.26
N -0.472 2.700 0.705 -0.20
C -1.557 2.741 1.718 -0.42
H 1.524 1.710 -1.035 0.27
C -0.047 -3.027 -2.697 -0.63
N 0.277 1.361 0.609 0.02
C 1.393 -0.507 -0.192 -0.13
H 0.763 3.943 1.860 0.22
H 1.517 -0.937 -2.222 0.21
H -0.402 4.783 0.478 0.26
C 0.349 3.896 0.824 -0.42
C 0.220 -2.353 -1.422 0.13
H -1.223 -3.172 -2.958 0.24
C -0.650 -2.603 -0.139 -0.45
C 1.005 -1.260 -1.430 -0.26
H -0.482 -2.376 1.992 0.27
H -1.797 1.823 1.975 0.22
H 1.033 -2.574 1.311 0.24
H 2.462 -0.644 0.161 0.27
H 0.317 -4.069 -2.525 0.24
N -0.232 0.309 1.298 0.05
H -1.109 3.192 2.583 0.21
H -0.774 -3.649 -0.223 0.24
H -2.554 3.254 1.285 0.24
Br 1.019 1.019 3.429 -0.28
```


(7)
ORCA calculation (ωB97M-V/def2-TZVPD) on C9H16FNO3Si2 as an isolated structure in a non-equilibrium geometry.

The total energy comes out at -1311.92877 Ha. The value obtained for the largest force on an atom is 0.110 hartree/bohr. As for the spin multiplicity: 1.

```
32
Properties=species:S:1:pos:R:3:nbo_charge:R:1
C 2.531 2.125 -2.011 -1.00
Si 1.264 3.292 -1.229 1.44
C -1.048 -1.382 2.958 0.03
C -3.007 -1.994 1.982 0.03
H 4.706 0.131 -1.585 0.49
H 1.975 4.467 -0.688 -0.20
H 3.147 2.726 -2.663 0.26
H -3.845 -1.696 1.360 0.19
H -1.950 2.117 -1.065 -0.20
F -0.675 1.150 -3.234 -0.37
N -2.091 -1.052 2.201 -0.42
H -1.733 -4.597 3.702 0.22
Si -0.815 1.534 -0.321 1.41
O 3.083 1.052 -0.009 -0.54
H 0.000 -2.851 4.124 0.22
C -0.446 -0.091 -2.689 0.06
H 0.398 -0.531 -3.196 0.16
C -1.833 -3.604 3.281 -0.17
O 4.645 1.095 -1.555 -0.73
H -3.703 -4.003 2.288 0.22
H -1.363 1.094 0.969 -0.18
H -1.321 -0.691 -2.858 0.16
H 2.034 1.396 -2.637 0.26
C -0.169 -0.025 -1.192 -0.92
C 3.397 1.384 -1.058 0.81
H 0.380 3.760 -2.313 -0.20
H 0.887 -0.111 -0.982 0.24
C -0.870 -2.638 3.518 -0.26
H -0.320 -0.593 3.119 0.20
H -0.712 -0.839 -0.744 0.25
O 0.382 2.652 0.030 -1.21
C -2.928 -3.279 2.497 -0.26
```


(8)
ORCA calculation (ωB97M-V/def2-TZVPD) on an isolated ion of composition C9H16N and charge +1 in a non-equilibrium geometry.

Its structure (SMILES) is C=[N+](C)/C=C(/C)C/C=C/C. The value obtained for the largest force on an atom is 0.118 hartree/bohr. Its relative energy (zero: lowest compared OMol25 entry of this formula, charge and spin) is 363.5 kJ/mol. As for the spin multiplicity: 1. Its net charge is +1.

```
26
Properties=species:S:1:pos:R:3:nbo_charge:R:1
H -0.864 -0.576 -1.812 0.24
C -2.791 1.368 -0.914 -0.66
H -3.182 0.817 -1.696 0.23
H 1.414 -1.603 -2.158 0.22
H 0.231 -0.785 3.399 0.23
C 1.727 -0.909 -1.436 -0.02
C -0.010 0.094 2.893 -0.41
H -3.643 1.663 -0.236 0.24
H 1.356 0.786 -0.125 0.22
H -2.495 2.449 -1.199 0.25
N -0.579 -0.279 1.569 -0.30
H 3.539 -0.249 -2.206 0.28
H -2.581 0.397 1.677 0.24
H -0.523 1.114 -1.964 0.26
C -0.505 0.329 -1.205 -0.50
H 3.669 -1.730 -0.908 0.26
C 0.921 0.035 -0.776 -0.24
H -0.423 -1.743 0.173 0.23
C -1.689 0.586 -0.306 0.09
H 0.965 0.488 2.678 0.21
C -1.737 0.296 1.034 -0.08
H -0.621 0.865 3.348 0.24
H 1.127 -1.341 1.172 0.22
H 3.364 -0.054 -0.566 0.22
C 0.178 -1.169 0.875 0.04
C 3.150 -0.851 -1.311 -0.69
```